Record 1
{
  "formula": "C4H11NO2",
  "method": "the ωB97M-V functional and the def2-TZVPD basis",
  "symbols": ["C", "C", "O", "H", "H", "H", "H", "H", "H", "C", "C", "N", "O", "H", "H", "H", "H", "H"],
  "coordinates": [[0.895, 1.134, 0.142], [-0.556, 1.617, 0.008], [1.644, 2.039, 0.917], [1.608, 1.718, 1.833], [1.369, 1.095, -0.845], [-1.889, -0.688, -1.670], [-0.569, 2.637, -0.368], [-1.050, 1.594, 0.978], [-1.091, 0.987, -0.697], [1.059, -1.462, -0.007], [0.897, -0.266, 0.874], [-1.930, -1.365, -0.890], [1.064, -0.288, 2.072], [-2.780, -1.211, -0.359], [-1.921, -2.315, -1.247], [1.945, -1.370, -0.632], [1.086, -2.370, 0.592], [0.220, -1.485, -0.702]],
  "lowdin_charge": [-0.367, -0.037, -0.035, 0.087, 0.144, 0.033, 0.080, 0.089, 0.041, -0.021, -0.379, 0.008, 0.087, 0.026, 0.026, 0.091, 0.089, 0.038],
  "e_tot_ha": -364.228925,
  "fmax_ha_per_bohr": 0.04772,
  "gap_ev": 10.28,
  "smiles": "CC(=O)[C@@H](C)O.N",
  "de_lowest_kj_mol": 103.05
}

=====

Record 2
{
  "formula": "C4H11NO2",
  "method": "the ωB97M-V functional and the def2-TZVPD basis",
  "symbols": ["C", "N", "C", "C", "O", "C", "O", "H", "H", "H", "H", "H", "H", "H", "H", "H", "H", "H"],
  "coordinates": [[-1.873, -1.172, 0.550], [-0.522, -0.691, 0.874], [-0.022, 0.349, 0.006], [0.820, 1.315, 0.840], [1.158, 2.496, 0.100], [0.806, -0.169, -1.204], [0.716, -1.604, -1.233], [-2.360, -1.424, 1.495], [-1.836, -2.063, -0.083], [-2.454, -0.374, 0.093], [0.091, -1.495, 0.842], [-0.874, 0.845, -0.440], [1.747, 0.848, 1.143], [0.159, 1.580, 1.657], [0.523, 3.190, 0.286], [1.859, 0.089, -1.043], [0.585, 0.247, -2.186], [1.478, -1.968, -1.696]],
  "lowdin_charge": [-0.106, -0.087, -0.344, -0.210, -0.069, -0.174, -0.089, 0.069, 0.075, 0.074, 0.099, 0.129, 0.121, 0.114, 0.080, 0.112, 0.115, 0.088],
  "e_tot_ha": -364.197387,
  "fmax_ha_per_bohr": 0.03233,
  "gap_ev": 9.50,
  "smiles": "CNC(CO)CO",
  "de_lowest_kj_mol": 185.85
}

=====

Record 3
{
  "formula": "C4H11NO2",
  "method": "the ωB97M-V functional and the def2-TZVPD basis",
  "symbols": ["C", "C", "C", "O", "N", "C", "O", "H", "H", "H", "H", "H", "H", "H", "H", "H", "H", "H"],
  "coordinates": [[-0.067, -0.093, 0.245], [1.199, -0.338, -0.594], [2.296, -1.083, 0.173], [1.709, 0.871, -1.132], [-1.017, 0.866, -0.346], [-2.393, 0.508, -0.275], [-2.871, 0.039, 0.998], [-0.592, -1.041, 0.367], [0.196, 0.261, 1.256], [0.810, -0.969, -1.397], [1.865, -1.964, 0.651], [2.961, -1.460, -0.606], [2.846, -0.506, 0.911], [1.873, 1.480, -0.396], [-0.770, 1.801, -0.047], [-2.521, -0.373, -0.897], [-2.975, 1.366, -0.599], [-2.549, 0.636, 1.689]],
  "lowdin_charge": [-0.188, -0.438, -0.050, -0.040, -0.051, -0.297, -0.077, 0.121, 0.123, 0.142, 0.078, 0.079, 0.078, 0.094, 0.110, 0.119, 0.117, 0.080],
  "e_tot_ha": -364.213012,
  "fmax_ha_per_bohr": 0.02620,
  "gap_ev": 9.88,
  "smiles": "C[C@H](O)CNCO",
  "de_lowest_kj_mol": 144.82
}

=====

Record 4
{
  "formula": "C4H11NO2",
  "method": "the ωB97M-V functional and the def2-TZVPD basis",
  "symbols": ["C", "C", "C", "N", "C", "H", "H", "H", "H", "H", "H", "H", "H", "H", "O", "H", "H", "O"],
  "coordinates": [[0.840, 0.504, 0.160], [-0.297, -0.416, 0.630], [-1.596, -0.010, 0.561], [-2.735, -0.593, 0.958], [-3.160, -1.819, 0.828], [0.587, 1.545, 0.165], [1.302, 0.215, -0.847], [1.673, 0.615, 0.832], [0.057, -1.334, 1.011], [-1.745, 1.030, 0.141], [-2.685, -2.477, 0.047], [-4.087, -2.182, 1.398], [-1.628, 3.131, -3.679], [-1.468, 4.019, -2.542], [-2.195, 3.705, -3.162], [6.159, -2.617, 1.088], [5.018, -1.599, 1.030], [5.960, -1.715, 1.381]],
  "lowdin_charge": [-0.130, -0.128, -0.238, -0.043, -0.013, 0.046, 0.092, 0.046, 0.072, 0.127, 0.082, 0.087, 0.018, 0.066, -0.085, 0.028, 0.068, -0.097],
  "e_tot_ha": -364.149816,
  "fmax_ha_per_bohr": 0.08869,
  "gap_ev": 8.99,
  "smiles": "C=N/C=C/C.O.O",
  "de_lowest_kj_mol": 310.74
}